Record 1
A 7-piece molecular cluster, C25H30F6N2O22 overall, computed with the ωB97M-V functional and the def2-TZVPD basis.

```
85
Properties=species:S:1:pos:R:3
C 3.447 -0.646 -3.430
N 3.187 -1.386 -4.671
C 3.478 -2.833 -4.532
C 1.877 -1.201 -5.169
O 1.681 -1.364 -6.329
C 0.653 -0.849 -4.298
C -0.337 -2.019 -4.386
O 0.014 -3.007 -3.390
C -1.191 -3.640 -3.104
O -1.382 -4.752 -3.004
O -2.091 -2.591 -2.963
C -1.874 -1.798 -4.144
N -2.461 -0.513 -4.213
H 4.488 -0.871 -3.140
H 3.397 0.445 -3.552
H 2.820 -0.947 -2.569
H 4.295 -2.964 -3.812
H 3.823 -3.278 -5.480
H 2.564 -3.382 -4.243
H 0.233 0.104 -4.659
H 0.892 -0.685 -3.235
H -0.265 -2.569 -5.336
H -2.340 -2.383 -4.959
H -1.899 0.216 -3.788
H -2.773 -0.276 -5.143
C -1.086 -1.109 0.979
C -1.750 -0.583 -0.261
O -0.836 0.396 -0.722
C 0.399 -0.017 -0.306
O 1.423 0.405 -0.734
O 0.301 -0.976 0.648
F -2.931 0.025 0.036
H -1.312 -0.508 1.861
H -1.344 -2.144 1.186
H -1.906 -1.329 -1.040
C 3.261 0.567 -8.044
C 2.652 1.129 -9.298
O 3.599 2.099 -9.702
C 4.812 1.662 -9.245
O 5.857 2.078 -9.619
O 4.661 0.684 -8.314
F 1.472 1.750 -9.042
H 3.011 1.157 -7.160
H 2.980 -0.466 -7.866
H 2.512 0.399 -10.098
C -2.991 -4.957 4.828
C -2.466 -5.171 3.435
O -2.766 -3.940 2.797
C -2.749 -2.990 3.778
O -2.695 -1.821 3.575
O -2.795 -3.553 5.010
F -3.131 -6.166 2.802
H -4.054 -5.190 4.912
H -2.445 -5.530 5.575
H -1.392 -5.359 3.380
C -5.163 2.940 1.645
C -3.913 2.134 1.863
O -3.773 2.137 3.274
C -5.045 2.242 3.777
O -5.339 2.013 4.899
O -5.922 2.636 2.815
F -2.831 2.746 1.317
H -4.965 4.014 1.608
H -5.698 2.650 0.743
H -3.973 1.109 1.506
C -1.041 3.982 4.101
C -0.227 3.327 5.180
O 0.683 4.347 5.553
C 0.040 5.534 5.311
O 0.385 6.580 5.743
O -1.047 5.349 4.516
F 0.476 2.269 4.695
H -0.572 3.903 3.118
H -2.052 3.586 4.040
H -0.803 3.013 6.053
C 2.728 2.084 7.137
C 3.981 1.287 7.371
O 4.104 1.303 8.781
C 2.833 1.404 9.275
O 2.532 1.183 10.399
O 1.959 1.785 8.304
F 5.065 1.896 6.829
H 2.918 3.158 7.091
H 2.203 1.782 6.234
H 3.933 0.253 7.020
```

Summary:
frontier orbital gap	9.787	eV
lowest unoccupied orbital energy	0.01	eV
structure (SMILES)	CN(C)C(=O)C[C@H]1OC(=O)O[C@H]1N.O=C1OC[C@@H](F)O1.O=C1OC[C@@H](F)O1.O=C1OC[C@@H](F)O1.O=C1OC[C@@H](F)O1.O=C1OC[C@@H](F)O1.O=C1OC[C@@H](F)O1
net charge	0

***

Record 2
A 10-piece molecular cluster, C7H29NO9 overall, computed with the ωB97M-V functional and the def2-TZVPD basis.

```
46
Properties=species:S:1:pos:R:3
C -1.493 -2.354 2.489
C -2.083 -1.333 1.575
C -3.454 -1.082 1.608
N -3.689 -0.143 0.629
C -2.535 0.260 0.023
C -1.521 -0.576 0.527
C -0.181 -1.025 -0.037
C -2.379 1.361 -0.939
H -0.418 -2.175 2.550
H -1.480 -3.354 2.010
H -1.839 -2.275 3.491
H -4.113 -1.279 2.415
H -4.582 0.307 0.726
H 0.384 -0.274 -0.550
H 0.458 -1.528 0.686
H -0.464 -1.863 -0.681
H -2.794 2.341 -0.634
H -2.876 1.154 -1.892
H -1.335 1.555 -1.210
H 0.413 3.138 -1.535
H 1.020 4.503 -1.764
O 0.305 4.084 -1.267
H -1.440 1.865 1.839
H -1.493 3.154 2.767
O -0.957 2.639 2.161
H 0.569 2.920 1.426
H 1.205 3.518 0.171
O 1.409 2.893 0.912
H 1.430 -0.056 1.758
H 1.975 1.181 1.285
O 2.247 0.464 1.895
H 1.513 -0.869 -3.433
H 1.382 0.457 -4.225
O 1.001 -0.044 -3.497
H 2.945 -0.951 0.778
H 4.368 -1.407 0.935
O 3.614 -1.515 0.345
H 1.609 1.730 -0.615
H 1.163 0.831 -1.957
O 1.371 1.709 -1.558
H 1.227 -4.576 -0.120
H 1.231 -4.728 -1.718
O 1.150 -4.137 -0.969
H 3.129 -1.785 -1.606
H 2.308 -2.995 -2.148
O 2.727 -2.161 -2.401
```

Summary:
frontier orbital gap	8.249	eV
lowest unoccupied orbital energy	0.37	eV
structure (SMILES)	Cc1c[nH]c(C)c1C.O.O.O.O.O.O.O.O.O
ΔE to the lowest compared entry with this formula, charge and spin	0.0	kcal per mole
net charge	0

***

Record 3
One molecule with the formula C6H10S, computed with the ωB97M-V functional and the def2-TZVPD basis.

```
17
Properties=species:S:1:pos:R:3
C -0.736 0.257 1.388
C -0.653 0.136 -0.077
C 0.348 1.115 -0.659
C 1.812 0.355 -0.220
C -0.023 -1.233 -0.561
C -1.540 -1.065 -0.529
H 0.289 0.467 1.944
H -1.393 1.123 1.786
H -1.239 -0.712 1.811
H 0.226 1.310 -1.709
H 0.456 2.118 -0.182
H 2.222 1.051 0.516
H 2.557 0.419 -1.054
H 0.260 -1.206 -1.591
H -2.034 -1.262 -1.459
H -2.034 -1.588 0.200
S 1.482 -1.284 0.399
```

Summary:
frontier orbital gap	9.260	eV
lowest unoccupied orbital energy	0.95	eV
structure (SMILES)	C[C@@]12CCS[C@H]1C2
ΔE to the lowest compared entry with this formula, charge and spin	92.4	kcal per mole
net charge	0

***

Record 4
One molecule with the formula C20H27N3O4S, computed with the ωB97M-V functional and the def2-TZVPD basis.

```
55
Properties=species:S:1:pos:R:3
C 3.494 4.451 0.348
C 2.148 3.784 0.115
O 2.369 2.386 0.061
C 1.305 1.552 -0.125
C -0.006 1.958 -0.282
C -1.039 1.034 -0.463
C -0.721 -0.325 -0.522
C 0.593 -0.740 -0.355
C 1.610 0.174 -0.148
N 2.945 -0.180 0.023
C 3.506 -1.422 0.000
O 2.906 -2.464 -0.179
C 4.961 -1.388 0.219
C 5.858 -2.425 0.270
C 7.122 -1.842 0.503
C 6.907 -0.499 0.577
O 5.609 -0.211 0.408
H 7.573 0.325 0.740
H 8.059 -2.350 0.601
H 5.624 -3.462 0.153
H 3.561 0.610 0.170
H 0.821 -1.793 -0.398
O -1.692 -1.285 -0.760
C -2.010 -1.422 -2.143
C -3.012 -2.549 -2.310
H -3.945 -2.303 -1.811
H -3.207 -2.707 -3.367
H -2.615 -3.465 -1.880
H -1.089 -1.642 -2.700
H -2.427 -0.478 -2.521
N -2.337 1.532 -0.639
C -3.499 1.198 0.006
N -3.503 0.156 0.844
H -2.728 -0.492 0.799
C -4.681 -0.300 1.537
H -4.414 -0.485 2.583
C -5.287 -1.571 0.928
C -6.655 -1.832 1.551
H -7.325 -0.996 1.368
H -7.100 -2.729 1.126
H -6.561 -1.971 2.626
C -4.364 -2.770 1.137
H -4.800 -3.663 0.694
H -3.391 -2.606 0.679
H -4.222 -2.953 2.200
H -5.418 -1.398 -0.145
H -5.411 0.512 1.497
S -4.806 2.183 -0.257
H -2.392 2.455 -1.051
H -0.264 3.005 -0.261
H 1.710 4.130 -0.831
H 1.457 4.022 0.934
H 3.925 4.102 1.282
H 3.367 5.528 0.395
H 4.176 4.207 -0.463
```

Summary:
frontier orbital gap	8.178	eV
lowest unoccupied orbital energy	0.44	eV
structure (SMILES)	CCOc1cc(NC(=S)NCC(C)C)c(OCC)cc1NC(=O)c1ccco1
ΔE to the lowest compared entry with this formula, charge and spin	29.9	kcal per mole
net charge	0

***

Record 5
C27H28BrClCrN6O11 as an isolated structure, computed with the ωB97M-V functional and the def2-TZVPD basis.

```
75
Properties=species:S:1:pos:R:3
Cr -15.985 10.299 7.796
O -18.166 15.660 7.408
C -18.330 15.272 8.670
O -18.839 15.999 9.480
C -17.871 13.916 9.030
C -17.944 13.350 10.294
Cl -18.680 13.923 11.703
N -17.312 12.155 10.285
N -16.858 11.897 9.046
C -17.206 12.922 8.289
C -16.875 12.840 6.831
O -17.099 13.786 6.058
O -16.325 11.735 6.539
C -17.069 11.273 11.379
C -16.358 11.757 12.486
C -16.106 10.920 13.540
C -16.560 9.593 13.531
C -17.273 9.135 12.437
C -17.496 9.946 11.345
H -17.732 14.925 6.844
H -16.013 12.781 12.505
H -15.544 11.289 14.371
H -16.350 8.966 14.381
H -17.614 8.099 12.435
H -18.032 9.561 10.491
N -12.644 8.972 7.587
C -12.248 9.862 8.673
C -13.155 11.073 8.873
O -12.784 11.929 9.649
O -14.253 11.110 8.174
H -13.626 8.723 7.695
H -12.111 8.105 7.687
H -11.253 10.261 8.535
H -12.294 9.406 9.638
C -20.130 9.493 8.238
C -18.951 9.976 7.384
O -19.094 10.707 6.414
O -17.819 9.578 7.873
H -21.080 9.676 7.761
H -20.103 10.068 9.198
H -20.007 8.447 8.458
Br -14.714 5.551 4.305
C -14.976 5.390 6.194
C -14.950 4.143 6.792
N -15.159 3.934 8.083
C -15.412 5.003 8.826
C -15.462 6.318 8.336
C -15.189 6.498 6.976
C -15.842 7.470 9.229
O -16.438 7.208 10.255
O -15.444 8.622 8.820
H -14.718 3.258 6.209
H -15.602 4.894 9.880
H -15.179 7.479 6.523
C -13.680 10.979 4.995
N -14.765 10.345 4.229
C -14.849 10.613 2.811
C -16.226 10.366 2.256
C -16.785 9.020 2.712
N -16.645 8.953 4.158
C -17.677 8.171 4.862
C -15.677 9.587 4.846
O -15.605 9.360 6.087
H -12.988 11.401 4.260
H -13.153 10.286 5.649
H -14.099 11.750 5.641
H -14.077 10.016 2.303
H -14.546 11.669 2.650
H -16.172 10.435 1.186
H -16.925 11.147 2.580
H -16.209 8.221 2.210
H -17.835 8.908 2.462
H -17.611 7.123 4.528
H -18.651 8.629 4.631
H -17.535 8.238 5.935
```

Summary:
frontier orbital gap (spin up / spin down)	8.502 / 8.523	eV
lowest unoccupied orbital energy (spin up / spin down)	2.03 / 2.03	eV
spin multiplicity	4
ΔE to the lowest compared entry with this formula, charge and spin	12.6	kcal per mole
net charge	-1

***

Record 6
A 5-piece molecular cluster, C17H22F7N2O14P overall, computed with the ωB97M-V functional and the def2-TZVPD basis.

```
63
Properties=species:S:1:pos:R:3
N 0.169 3.257 -1.905
C 1.312 2.289 -1.669
P 1.139 0.598 -2.532
C 2.724 -0.380 -1.959
O 3.375 -1.067 -3.087
N 3.847 -2.276 -2.649
O 4.878 -1.959 -2.030
C -0.354 -0.420 -1.952
F 0.027 -1.855 -1.672
F -1.297 -0.509 -3.129
C -1.229 0.205 -0.721
F -2.248 -0.854 -0.362
F -2.069 1.397 -1.118
C -0.397 0.500 0.660
F 0.992 -0.011 0.682
F -1.112 -0.158 1.818
F -0.515 1.970 0.926
H 0.504 4.243 -1.690
H -0.069 3.187 -2.921
H 1.592 2.181 -0.513
H 2.273 2.808 -2.152
H 2.445 -1.201 -1.148
H 3.478 0.356 -1.398
C -1.859 0.885 4.712
C -0.715 1.846 4.755
O -0.977 2.611 5.915
C -1.767 1.847 6.725
O -2.045 2.127 7.879
O -2.205 0.729 6.075
H -1.579 -0.076 4.271
H -2.723 1.286 4.172
H 0.250 1.342 4.873
H -0.676 2.485 3.869
C -3.250 6.508 0.462
C -2.179 5.553 0.879
O -1.280 5.574 -0.214
C -1.465 6.765 -0.856
O -0.740 7.190 -1.740
O -2.565 7.417 -0.379
H -3.697 7.029 1.313
H -4.043 6.022 -0.115
H -1.650 5.884 1.779
H -2.564 4.543 1.045
C 0.628 -5.568 -3.536
C 0.347 -5.904 -4.965
O -0.038 -4.662 -5.522
C 0.510 -3.688 -4.737
O 0.523 -2.502 -5.020
O 1.042 -4.216 -3.596
H 1.415 -6.195 -3.108
H -0.265 -5.637 -2.907
H 1.235 -6.268 -5.492
H -0.455 -6.641 -5.069
C 1.612 -3.905 2.837
C 0.861 -3.006 1.909
O 1.195 -3.509 0.629
C 1.560 -4.814 0.798
O 1.747 -5.600 -0.116
O 1.687 -5.123 2.121
H 1.093 -4.046 3.790
H 2.628 -3.547 3.035
H -0.223 -3.077 2.045
H 1.164 -1.960 2.006
```

Summary:
frontier orbital gap	8.816	eV
lowest unoccupied orbital energy	-0.89	eV
structure (SMILES)	NCP(CON=O)C(F)(F)C(F)(F)C(F)(F)F.O=C1OCCO1.O=C1OCCO1.O=C1OCCO1.O=C1OCCO1
net charge	0

***

Record 7
C56H40CsF3N3O6SbSi as an isolated structure, computed with the ωB97M-V functional and the def2-TZVPD basis.

```
111
Properties=species:S:1:pos:R:3
Cs 1.647 1.992 0.574
O -3.214 0.697 6.626
C -1.919 0.812 7.031
O -1.708 0.964 8.207
C -0.874 0.745 5.983
C 0.452 0.987 6.356
C 1.487 0.941 5.444
C 1.243 0.626 4.077
C -0.111 0.395 3.713
C -1.127 0.453 4.635
N 2.175 0.556 3.094
C 3.481 0.423 3.368
C 4.484 0.420 2.347
C 5.848 0.255 2.695
C 6.807 0.254 1.716
C 6.429 0.413 0.375
C 5.080 0.560 0.111
N 4.121 0.575 1.039
H -3.241 0.626 5.664
H 0.645 1.232 7.394
H 2.494 1.173 5.769
H -0.320 0.124 2.683
H -2.129 0.226 4.274
H 3.837 0.250 4.385
H 6.114 0.135 3.739
H 7.851 0.132 1.979
H 7.152 0.415 -0.431
H 4.741 0.681 -0.918
O 1.012 4.240 -7.140
C 1.552 3.121 -6.976
O 2.369 2.503 -7.698
C 1.185 2.423 -5.680
C 0.647 1.139 -5.679
C 0.272 0.555 -4.482
N 0.388 1.157 -3.292
C 0.929 2.381 -3.290
C 1.349 3.032 -4.440
C 1.063 3.043 -1.931
O 2.156 3.554 -1.625
O 0.062 2.962 -1.146
H 0.533 0.603 -6.614
H -0.155 -0.446 -4.472
H 1.769 4.028 -4.369
F -6.896 -2.060 1.378
C -5.826 -1.357 0.923
C -5.884 0.021 0.939
C -4.783 0.736 0.474
C -3.634 0.096 -0.006
C -3.635 -1.302 0.012
C -4.724 -2.044 0.471
Sb -1.838 1.123 -0.793
C -2.381 2.865 0.357
C -2.154 2.821 1.736
C -2.453 3.898 2.568
C -2.987 5.028 1.989
F -3.287 6.089 2.780
C -3.223 5.124 0.635
C -2.912 4.036 -0.178
C -2.835 1.660 -2.626
C -3.966 0.979 -3.075
C -4.563 1.296 -4.293
C -4.014 2.303 -5.053
F -4.597 2.610 -6.238
C -2.897 3.008 -4.659
C -2.315 2.679 -3.440
H -6.773 0.518 1.311
H -4.832 1.820 0.486
H -2.756 -1.849 -0.325
H -4.717 -3.128 0.487
H -1.738 1.929 2.195
H -2.273 3.865 3.636
H -3.636 6.039 0.226
H -3.096 4.115 -1.244
H -4.400 0.185 -2.478
H -5.441 0.771 -4.650
H -2.474 3.772 -5.300
H -1.432 3.224 -3.129
C 5.848 -3.530 0.476
C 4.885 -3.855 1.423
C 3.555 -3.501 1.218
C 3.167 -2.808 0.066
C 4.155 -2.486 -0.874
C 5.480 -2.850 -0.678
Si 1.418 -2.252 -0.241
C 0.284 -2.858 1.106
C -0.862 -3.615 0.827
C -1.691 -4.057 1.852
C -1.386 -3.758 3.175
C -0.252 -3.011 3.470
C 0.569 -2.557 2.444
C 0.827 -2.868 -1.897
C -0.370 -2.377 -2.434
C -0.858 -2.839 -3.650
C -0.140 -3.790 -4.365
C 1.060 -4.275 -3.860
C 1.540 -3.818 -2.636
H 6.886 -3.793 0.644
H 5.168 -4.382 2.327
H 2.815 -3.771 1.963
H 3.886 -1.933 -1.772
H 6.228 -2.580 -1.414
H -1.105 -3.869 -0.200
H -2.580 -4.632 1.617
H -2.037 -4.095 3.973
H -0.021 -2.750 4.496
H 1.429 -1.935 2.686
H -0.913 -1.599 -1.907
H -1.783 -2.436 -4.047
H -0.507 -4.138 -5.324
H 1.630 -5.006 -4.422
H 2.476 -4.208 -2.253
```

Summary:
frontier orbital gap (spin up / spin down)	4.339 / 6.578	eV
lowest unoccupied orbital energy (spin up / spin down)	2.65 / 3.27	eV
ΔE to the lowest compared entry with this formula, charge and spin	46.1	kcal per mole
net charge	-2

***

Record 8
C15H26O5 as an isolated structure, computed with the ωB97M-V functional and the def2-TZVPD basis.

```
46
Properties=species:S:1:pos:R:3
H 3.380 2.073 2.015
O 2.907 1.803 3.060
O 1.621 1.952 2.944
C -3.318 -1.187 -1.678
C -2.781 -0.720 -0.340
C -2.765 0.823 -0.259
C -1.291 0.830 -0.693
C -1.216 -0.697 -0.394
C -0.544 -1.194 0.851
C 0.942 -1.020 0.996
C 1.848 -1.137 -0.235
C 2.457 0.288 -0.551
C 1.680 1.219 -1.459
C 0.783 2.310 -0.871
C -0.344 1.791 -0.025
C -0.477 2.258 1.227
O 2.730 0.787 0.765
O 3.222 2.100 0.717
C 3.048 -2.051 0.053
O 1.093 -1.672 -1.323
C -3.414 -1.447 0.831
H -3.152 -2.262 -1.819
H -4.401 -1.027 -1.745
H -2.845 -0.670 -2.521
H -3.441 1.326 -0.958
H -2.891 1.176 0.761
H -1.228 0.952 -1.788
H -0.845 -1.261 -1.252
H -1.006 -0.725 1.726
H -0.786 -2.268 0.930
H 1.154 -0.073 1.484
H 1.289 -1.805 1.690
H 3.435 0.106 -1.019
H 2.456 1.664 -2.101
H 1.092 0.560 -2.112
H 1.403 3.014 -0.306
H 0.378 2.845 -1.744
H 0.139 3.090 1.569
H -1.226 1.883 1.922
H 3.647 -1.651 0.879
H 2.660 -3.039 0.334
H 3.683 -2.111 -0.841
H 1.680 -1.962 -2.043
H -3.099 -0.993 1.778
H -4.506 -1.360 0.741
H -3.148 -2.516 0.804
```

Summary:
frontier orbital gap (spin up / spin down)	8.632 / 5.796	eV
lowest unoccupied orbital energy (spin up / spin down)	0.36 / -2.76	eV
ΔE to the lowest compared entry with this formula, charge and spin	25.1	kcal per mole
net charge	0

***

no.,E (eV)
1,-90741.26393
2,-27647.66447
3,-17215.61855
4,-44674.09635
5,-170911.96608
6,-77932.86130
7,-98594.90495
8,-26204.22223